Here is a 2-piece molecular cluster, C3H9N3 overall from the Open Molecules 2025 dataset. Energies are from ωB97M-V/def2-TZVPD.

The geometry in XYZ format:
```
15
Properties=species:S:1:pos:R:3:lowdin_charge:R:1
H -0.08070 -1.53131 -1.13944 0.017
N 0.56252 -1.12106 -1.81069 0.059
C 0.75254 0.10458 -1.55390 -0.397
N 1.54077 0.87771 -2.37065 0.059
H 0.30661 0.68150 -0.74260 0.088
H 1.51562 1.87206 -2.23309 0.076
H 1.65638 0.57653 -3.32381 0.087
C -1.06270 -1.18665 2.01072 -0.079
N -0.39651 -0.11736 1.95290 -0.086
C -1.18194 1.09560 1.85297 -0.171
H -0.53090 -2.08965 2.28333 0.067
H -2.13732 -1.16352 1.79749 0.076
H -1.24313 1.48682 0.82979 0.061
H -2.20467 0.99035 2.23220 0.071
H -0.72434 1.95088 2.35915 0.072
```

Properties
* gap between HOMO and LUMO: 10.15 eV
* largest force on an atom: 0.023 Eh/bohr
* highest occupied orbital energy: -9.203 eV
* ΔE to the lowest compared entry with this formula, charge and spin: 37.1 kcal per mole
* SMILES: [H]/N=C/N.C=NC